P:
20
Properties=species:S:1:pos:R:3 method="wB97M-V/def2-TZVPD" e_homo_ev=-13.461 e_lumo_ev=-5.2 smiles="C=[NH+]/C=C/CCCO" total_charge=+1
C -2.901 -2.019 0.407
N -1.646 -2.018 0.649
C -0.765 -1.315 -0.261
C 0.412 -0.859 0.146
C 1.380 -0.085 -0.657
C 2.036 1.088 0.113
C 1.023 2.236 0.382
O 0.236 2.428 -0.804
H -3.657 -2.689 0.807
H -3.262 -1.447 -0.442
H -1.352 -2.608 1.424
H -1.215 -1.053 -1.209
H 0.894 -1.196 1.065
H 0.918 0.314 -1.572
H 2.204 -0.649 -1.131
H 2.386 0.685 1.061
H 2.889 1.415 -0.474
H 1.592 3.104 0.705
H 0.363 2.066 1.254
H 0.290 3.371 -0.945

Q:
20
Properties=species:S:1:pos:R:3 method="wB97M-V/def2-TZVPD" e_homo_ev=-14.393 e_lumo_ev=-4.6 total_charge=+1
C -0.283 0.440 1.861
C 0.400 -0.015 0.855
C 1.051 0.362 -0.418
C -3.039 -1.094 0.614
C 0.603 -0.338 -1.665
C 1.639 1.734 -0.577
N 1.732 -0.514 0.585
O -1.070 0.715 2.646
H -2.449 -1.508 1.421
H -3.226 -0.044 0.792
H -3.985 -1.617 0.568
H -2.521 -1.220 -0.328
H 0.174 -1.313 -1.448
H 1.441 -0.460 -2.351
H -0.155 0.257 -2.168
H 0.889 2.399 -1.000
H 2.483 1.710 -1.264
H 1.962 2.155 0.372
H 2.524 -0.137 1.115
H 1.832 -1.513 0.391

R:
20
Properties=species:S:1:pos:R:3 method="wB97M-V/def2-TZVPD" e_homo_ev=-13.151 e_lumo_ev=-4.2 smiles="C=C(C)C[C@@H]([NH3+])C=O" total_charge=+1
C 0.692 0.275 2.700
C 0.378 -0.553 1.651
C 0.737 -1.964 1.744
C -0.531 -0.154 0.482
C 0.122 0.476 -0.720
N 0.464 -0.550 -1.837
C -0.917 1.413 -1.302
O -1.214 1.542 -2.539
H 1.352 0.240 3.598
H 0.544 1.353 2.615
H 1.658 -1.999 2.335
H 0.915 -2.523 0.924
H 0.041 -2.687 2.400
H -1.191 -1.065 0.174
H -1.233 0.517 0.935
H 1.132 0.893 -0.294
H 0.203 -1.527 -1.583
H 1.465 -0.505 -1.953
H 0.070 -0.316 -2.734
H -1.380 2.167 -0.577

Top of the stability list: P, leading by 0.762 eV.

P:
12
Properties=species:S:1:pos:R:3 method="wB97M-V/def2-TZVPD" e_homo_ev=-8.495 e_lumo_ev=0.7 smiles=CSC.S
C 0.945 0.798 0.359
S -0.793 0.908 0.833
C -0.649 0.815 2.638
H 0.942 0.374 -0.640
H 1.494 0.166 1.052
H 1.399 1.785 0.366
H -0.026 -0.030 2.917
H -0.235 1.748 3.026
H -1.655 0.711 3.034
S -1.051 -2.548 -4.615
H 0.075 -3.232 -4.862
H -0.445 -1.496 -4.108

Q:
12
Properties=species:S:1:pos:R:3 method="wB97M-V/def2-TZVPD" e_homo_ev=-9.039 e_lumo_ev=1.0 smiles=CS.CS
C 2.712 -3.860 1.909
S 1.329 -4.960 1.419
H 3.733 -4.150 1.610
H 2.672 -3.798 3.010
H 2.494 -2.862 1.493
H 1.612 -5.005 0.100
C -1.952 4.030 -1.639
S -3.593 4.349 -2.224
H -1.507 4.865 -1.074
H -1.353 3.861 -2.549
H -1.909 3.121 -1.015
H -4.237 4.410 -1.039

Top of the stability list: P, leading by 0.132 eV.

P:
8
Properties=species:S:1:pos:R:3 method="wB97M-V/def2-TZVPD" e_homo_ev=-10.221 e_lumo_ev=0.0 smiles="O=[N+]([O-])N(O)S"
O -1.465 -1.187 -0.326
N -0.861 -0.362 0.298
O -1.141 -0.021 1.436
N 0.248 0.242 -0.174
O 0.915 0.973 0.987
S 1.225 -0.346 -1.392
H 0.420 0.585 1.745
H 0.659 0.117 -2.575

Q:
8
Properties=species:S:1:pos:R:3 method="wB97M-V/def2-TZVPD" e_homo_ev="-10.353 / -10.538" e_lumo_ev="-1.3 / -1.2"
N -0.187 -0.167 0.643
N 0.182 1.636 1.878
O 0.534 -2.097 -1.946
O -0.055 0.236 -2.328
O 0.522 0.470 1.535
S -0.509 -1.031 -1.894
H 0.351 -0.984 0.553
H -0.838 1.937 1.559

Top of the stability list: Q, leading by 0.127 eV.

P:
8
Properties=species:S:1:pos:R:3 method="wB97M-V/def2-TZVPD" e_homo_ev=-10.633 e_lumo_ev=-0.7 smiles="[H]/N=N/S(=O)(=O)O"
H 0.753 -1.120 -0.767
N -0.001 -0.360 -0.527
N -1.137 -0.857 -0.521
S -2.514 -0.035 0.062
O -2.752 -0.972 1.137
O -3.459 0.168 -1.009
O -2.220 1.583 0.575
H -3.058 1.950 0.296

Q:
8
Properties=species:S:1:pos:R:3 method="wB97M-V/def2-TZVPD" e_homo_ev="-9.742 / -8.859" e_lumo_ev="-1.3 / -1.7"
N -1.470 -0.422 0.037
N 1.523 0.063 -0.396
O 2.002 1.127 -0.688
O 1.716 -1.095 -0.820
O -0.591 1.144 1.800
S -0.278 -0.159 1.290
H -1.056 -1.017 -0.727
H -1.846 0.359 -0.498

Top of the stability list: P, leading by 1.737 eV.

P:
8
Properties=species:S:1:pos:R:3 method="wB97M-V/def2-TZVPD" e_homo_ev="-10.057 / -10.057" e_lumo_ev="-0.7 / -0.7"
N -0.204 -0.031 -1.064
N 0.374 0.666 -0.357
O -0.616 -0.414 1.774
O -1.102 -2.548 0.790
O 1.323 1.521 -0.907
S -1.499 -1.159 0.877
H 0.408 0.739 0.770
H 1.318 1.226 -1.883

Q:
8
Properties=species:S:1:pos:R:3 method="wB97M-V/def2-TZVPD" e_homo_ev=-9.609 e_lumo_ev=0.1 smiles="O=[N+]([O-])N(O)S"
O -1.678 -1.103 -0.774
N -1.285 -0.131 -0.247
O -1.762 0.878 0.101
N 0.333 -0.029 -0.237
O 0.714 1.059 0.664
S 1.222 -1.450 0.316
H 0.027 1.820 0.426
H 2.428 -1.044 -0.249

Top of the stability list: P, leading by 2.649 eV.

P:
16
Properties=species:S:1:pos:R:3 method="wB97M-V/def2-TZVPD" e_homo_ev=-8.992 e_lumo_ev=0.5
C 1.103 0.576 -0.227
C -0.165 0.805 0.588
C 0.047 -0.279 1.658
C 0.407 -0.719 -0.562
C -0.909 0.060 -0.529
H 0.947 2.394 -1.245
H 1.991 0.473 0.365
H -0.531 1.740 0.987
H -0.897 -0.444 2.294
H 0.883 -0.101 2.349
H 1.328 -1.766 0.923
H 0.607 -1.322 -1.450
H -1.115 0.665 -1.472
N 0.378 -1.419 0.697
O 1.314 1.297 -1.417
F -2.141 -0.527 -0.207

Q:
16
Properties=species:S:1:pos:R:3 method="wB97M-V/def2-TZVPD" e_homo_ev=-9.980 e_lumo_ev=0.7 smiles="N[C@@H]1C[C@H](O)C=C1F"
N -0.170 1.855 -0.648
C -0.510 0.838 0.382
C 0.638 0.445 1.205
C 1.355 -0.702 0.281
O 2.153 -0.303 -0.823
C -0.072 -1.400 -0.086
C -1.019 -0.528 -0.113
F -2.358 -0.705 -0.212
H -1.096 2.251 -1.179
H -0.071 2.702 -0.089
H -1.223 1.118 1.144
H 1.246 1.390 1.477
H 0.372 0.112 2.287
H 1.943 -1.377 0.961
H 1.603 0.177 -1.236
H 0.061 -2.507 -0.354

Top of the stability list: P, leading by 0.362 eV.